This record from the OMol25 dataset describes a cluster of 11 separate species, C14H51ClFN21O13P2S in total at a distorted geometry. The level of theory is the ωB97M-V functional and the def2-TZVPD basis.

Geometry as XYZ:
```
104
Properties=species:S:1:pos:R:3:forces:R:3
Cl 1.871482 0.241981 0.058693 -0.859 0.208 -0.430
S -1.180024 -1.295791 2.099808 3.215 -5.727 1.231
P 0.314152 -1.114208 -0.390925 0.219 -1.445 -1.664
P -1.480713 1.052612 0.346186 0.335 1.687 -2.398
F -2.666745 -1.050558 2.736244 2.087 0.610 -1.318
O 5.952499 0.146303 1.457840 0.003 -0.145 0.070
O 1.661458 8.889391 -1.432005 -0.018 0.275 -0.120
O 4.097914 2.887430 -4.826804 0.024 -0.114 0.050
O -0.995744 4.911717 -0.980349 -0.054 0.298 -0.087
O -2.706216 0.256693 -3.247191 -0.018 -0.265 -0.064
O -1.048763 -2.779561 1.973803 -1.454 3.101 -0.063
O 3.027482 -4.229232 2.655662 0.063 -0.015 -0.085
O -0.086133 -0.828487 2.970854 -3.044 0.994 -1.515
O -4.523493 -3.095503 5.140322 -0.002 -0.058 -0.064
O 6.913906 -0.141975 -6.907462 -0.196 -0.081 -0.042
O -5.061741 -6.515092 3.018292 -0.039 0.070 -0.200
O -0.252355 -6.344660 5.850647 -0.084 0.238 -0.074
O -0.080646 -0.728081 -2.003609 0.417 -0.102 2.411
N -6.332733 -6.050977 1.197162 -0.194 -0.295 -0.218
N -5.290821 -4.360201 2.354910 0.294 0.059 0.120
N -1.348031 0.179200 -5.058571 0.299 -0.125 0.109
N 1.150037 -5.490235 2.562997 0.113 0.050 0.022
N 3.056318 8.829116 -3.215234 0.236 -0.014 0.146
N 2.826492 -5.789584 1.020260 0.310 -0.021 -0.238
N 4.229137 -1.129310 2.195615 -0.175 0.043 0.086
N -5.596075 -3.960237 6.943398 -0.334 0.172 -0.005
N -3.597396 0.578772 -5.306993 -0.305 0.054 0.025
N 3.074293 1.991183 -3.008579 -0.302 0.088 -0.127
N -1.549778 -5.863607 4.053483 -0.004 -0.143 -0.249
N 6.359665 -1.516540 2.949466 0.392 -0.071 0.167
N -1.160558 -0.673288 0.512202 -0.816 1.614 2.515
N 0.644597 6.427340 -0.585759 0.088 -0.186 0.286
N -3.351011 -4.326406 6.634492 0.183 0.141 -0.083
N 4.826015 0.694307 -6.638999 0.236 -0.002 -0.004
N -0.474001 -4.188886 5.182943 0.121 0.606 0.242
N 0.816668 9.229718 -3.509907 -0.270 0.075 0.064
N -1.509427 7.123975 -0.922978 -0.477 0.196 -0.130
N 5.319970 1.682473 -3.340778 0.218 0.048 -0.129
N 5.152529 -1.280921 -7.771163 0.034 -0.377 -0.218
C -1.367253 3.518911 1.848842 -0.064 -0.206 -0.109
C -2.560315 0.333076 -4.460839 0.101 0.014 0.079
C 5.538302 -0.773353 2.155707 -0.179 0.175 -0.191
C -3.259295 2.638653 -1.080629 1.029 -0.557 0.197
C -0.726012 -5.522040 5.080937 -0.140 -0.772 0.082
C -3.270765 1.488164 0.042788 -0.795 0.637 -0.306
C 1.833618 8.977582 -2.642849 0.070 -0.036 -0.017
C 5.708677 -0.234558 -7.092735 0.175 0.227 0.148
C 2.375322 -5.114554 2.115171 -0.146 0.169 0.194
C -4.491297 -3.753282 6.175574 0.132 -0.138 -0.010
C 4.159866 2.229773 -3.792052 0.073 0.003 0.157
C -0.641894 2.127996 1.614198 -0.099 0.881 1.365
C -0.639449 6.077542 -0.838327 0.412 -0.305 0.048
C -5.530454 -5.693200 2.241963 0.184 0.045 0.244
H -0.559895 -0.000938 -4.459765 -0.014 0.081 -0.022
H -0.613668 4.288068 2.139813 -0.438 -0.651 -0.271
H -6.529762 -7.027964 1.084741 0.005 0.030 0.017
H 5.391330 1.141915 -2.498307 -0.020 0.014 0.010
H 0.129461 -3.890696 5.928658 0.046 -0.008 -0.068
H -1.203110 0.237888 -6.048081 -0.042 0.019 -0.002
H -2.471094 6.907624 -1.108646 0.034 -0.011 0.019
H 1.315707 5.684993 -0.514490 -0.053 -0.021 -0.012
H 7.334776 -1.282872 2.945668 -0.033 0.006 -0.011
H -5.662631 -3.671930 1.729506 -0.028 -0.028 -0.010
H -1.950027 -5.199725 3.412754 -0.033 0.015 0.058
H -2.194785 2.906847 -1.276420 -0.870 0.079 0.081
H 0.370098 2.373218 1.218896 -0.776 -0.548 0.073
H -4.703316 -4.060415 3.117831 -0.194 0.153 0.159
H -5.593247 -4.493995 7.790879 0.056 -0.029 -0.023
H -2.100223 3.469710 2.681479 0.336 -0.148 -0.583
H -3.829507 1.881219 0.917784 0.381 -0.528 -0.318
H -2.520584 -4.189845 6.081789 -0.026 -0.052 0.176
H -3.775601 3.559630 -0.748003 0.136 -0.630 -0.200
H 0.595578 -6.207929 2.138918 -0.001 0.000 0.007
H 0.953088 7.380863 -0.469588 0.012 -0.062 -0.256
H 3.222334 8.895696 -4.201017 -0.037 -0.020 -0.006
H -3.831010 0.632321 -0.399571 0.647 0.315 0.627
H -0.100582 9.343809 -3.120895 0.008 -0.025 -0.044
H 6.041753 -2.272903 3.525751 -0.086 -0.002 -0.065
H -1.237427 8.082595 -0.808479 0.130 -0.054 0.069
H 2.310666 -6.515461 0.561911 -0.041 0.007 0.045
H 3.105464 1.455961 -2.162000 0.001 -0.031 0.055
H -3.635242 2.251113 -2.052794 -0.010 0.274 0.832
H 6.145865 1.835341 -3.890792 0.020 -0.044 0.065
H -6.727704 -5.397786 0.548803 0.020 0.037 0.032
H 4.169726 -1.379009 -7.935536 -0.003 0.045 0.024
H 5.201559 1.478441 -6.134306 -0.288 0.131 -0.027
H 3.728812 -5.533950 0.663985 -0.030 0.003 0.012
H 3.595972 -0.603801 1.621736 0.024 -0.094 0.075
H -6.455747 -3.549711 6.629507 0.020 -0.031 -0.004
H -1.764802 -6.837847 3.941920 -0.159 0.049 0.073
H 3.867808 -1.881803 2.758002 0.005 -0.127 -0.163
H -3.501089 0.646363 -6.301876 0.046 0.012 0.009
H 5.776827 -1.984479 -8.119384 -0.012 0.028 0.018
H -0.854801 -3.500810 4.557306 0.070 0.029 -0.187
H -3.293753 -4.867730 7.475796 -0.033 -0.045 -0.031
H 3.836124 0.639048 -6.778003 -0.003 0.051 0.027
H 0.935948 9.304790 -4.501834 0.038 -0.028 0.007
H -0.997462 -0.998419 -2.194100 -0.127 0.409 0.004
H -1.864933 3.888436 0.931597 0.310 -0.169 0.543
H -0.502254 1.685523 2.622578 -0.026 -0.032 -0.694
H 2.198086 2.379807 -3.306121 0.002 0.006 0.070
H 0.792048 -5.009481 3.366882 0.029 0.060 -0.043
H -4.505420 0.697529 -4.896849 0.027 -0.002 -0.015
H 3.829388 8.641172 -2.603356 -0.016 -0.011 -0.029
```
Positions in Å, forces in eV/Å.

Calculated values
SMILES = CCP(CC)N(P(O)Cl)S(=O)(=O)F.NC(N)=O.NC(N)=O.NC(N)=O.NC(N)=O.NC(N)=O.NC(N)=O.NC(N)=O.NC(N)=O.NC(N)=O.NC(N)=O



This record from the OMol25 dataset describes a structure of composition C14H51NNbO10 at a distorted geometry. The level of theory is the ωB97M-V functional and the def2-TZVPD basis.

Geometry as XYZ:
```
77
Properties=species:S:1:pos:R:3:forces:R:3
Nb -2.141374 -0.351805 1.618070 1.842 0.978 -1.376
O 8.808334 -0.040506 6.440901 0.083 0.101 0.036
O -2.512766 2.709510 1.213019 0.119 -0.046 -0.035
O 2.044780 2.444573 1.899685 0.206 -0.043 0.080
O 1.706366 -0.677755 2.643319 0.261 0.034 -0.033
O -1.790885 -2.916647 -6.550260 -0.058 -0.131 -0.038
O -2.764545 3.273130 -0.085833 -0.033 0.016 0.102
O 5.694429 0.998754 3.062411 0.134 -0.001 0.104
O -3.997979 -0.370802 -5.646300 0.018 -0.089 -0.193
O -8.431544 -1.716740 -2.487292 -0.140 -0.018 -0.050
O 7.679271 1.871808 0.565718 0.127 -0.034 0.061
N -5.175937 -2.399340 -2.084164 0.012 -0.033 -0.219
C 8.540460 2.429403 1.553502 -0.234 0.032 -0.087
C 2.487108 -0.684819 3.818434 -0.134 0.031 -0.015
C -2.223432 -0.018706 -2.061646 0.121 -0.002 -0.473
C 6.720729 0.183369 3.616728 -0.112 0.064 -0.207
C -4.480516 -1.147958 -2.397890 -0.150 -0.095 -0.110
C -2.012933 -4.060536 -5.732589 0.026 0.088 -0.008
C -0.832571 -0.228741 -1.456050 0.239 0.368 0.044
C -3.395170 1.575364 1.423279 -0.187 -0.537 0.447
C -2.971992 -1.310450 -2.359535 -0.056 -0.054 0.363
C -4.276428 -0.742817 -6.988785 -0.017 0.084 0.033
C 9.285478 1.257185 6.773060 -0.081 -0.107 -0.011
C -9.718189 -1.191484 -2.195138 0.126 -0.011 -0.033
C -0.669663 0.252944 -0.001724 -0.651 -0.266 -0.333
C 2.892209 2.926430 2.936809 -0.216 0.097 -0.132
H 9.862806 1.251626 7.701746 0.012 0.017 -0.004
H 0.292220 -0.121010 0.358858 0.163 -0.019 0.290
H -5.267965 -2.501221 -1.081678 0.150 -0.038 0.105
H -10.077259 -1.711798 -1.311161 -0.013 -0.010 0.026
H -2.742351 -2.042254 -1.588815 0.043 -0.072 0.166
H -4.782783 -0.858284 -3.398441 -0.071 0.138 -0.229
H -1.271185 -4.803684 -6.016220 0.021 -0.016 -0.008
H -2.208914 2.710562 -0.642761 0.067 -0.075 -0.054
H -1.101419 0.464500 2.904474 -0.161 -0.148 0.593
H 6.773673 0.391544 4.681103 -0.007 0.023 0.027
H -2.441362 -2.255339 -6.300557 0.039 0.115 0.171
H -3.975193 1.772697 2.321119 -0.177 0.260 0.058
H 6.509156 -0.879522 3.475168 0.007 -0.012 0.033
H 7.980007 2.690575 2.455033 0.064 0.011 0.032
H 3.591407 2.134368 3.180832 0.044 -0.024 0.008
H 9.936408 1.572211 5.961554 0.018 0.012 -0.021
H -2.117893 0.524330 -3.005033 -0.058 0.200 -0.085
H 1.407043 3.128340 1.679392 -0.163 -0.077 0.019
H -5.007043 -0.076932 -7.456472 -0.013 -0.017 -0.005
H 7.015351 2.528577 0.341700 -0.059 0.017 -0.006
H -3.341863 -0.721859 2.982160 -0.048 0.106 -0.067
H 7.686832 0.417107 3.163833 0.055 -0.092 0.077
H 8.226352 -0.334894 7.145561 -0.046 -0.049 0.005
H -6.116610 -2.352912 -2.447886 -0.140 -0.084 0.127
H 3.360277 -0.027465 3.745603 0.008 -0.029 0.015
H -0.554952 -1.276569 -1.534713 -0.030 -0.234 0.039
H 8.468479 1.978001 6.864222 0.011 0.019 -0.007
H 5.654414 0.819115 2.118100 -0.006 0.008 -0.046
H -3.371151 -0.763889 -7.602384 -0.021 0.008 -0.050
H 1.366717 0.216157 2.510612 -0.099 -0.003 -0.054
H 9.063184 3.314290 1.179735 0.019 -0.007 0.008
H 1.897419 -0.396533 4.696833 0.023 -0.019 0.011
H -3.009176 -4.483817 -5.891107 0.006 -0.006 0.019
H 2.319758 3.184419 3.832969 0.027 0.000 0.013
H -4.773352 -0.333301 -1.733506 -0.009 0.107 0.224
H -0.109787 0.312052 -2.071268 0.178 -0.041 -0.175
H -2.823667 0.617863 -1.414792 -0.120 0.037 0.225
H -9.677310 -0.121393 -1.975247 -0.021 0.003 0.006
H -1.346235 -1.971170 2.004969 -0.591 -0.179 0.322
H 9.274834 1.667426 1.801520 0.033 -0.013 -0.002
H -3.320538 -1.268314 0.546251 -0.383 -0.323 0.301
H -3.614409 0.510183 -5.643624 0.058 0.020 0.082
H -1.891351 -3.828343 -4.672469 -0.019 -0.015 0.007
H 2.839640 -1.705717 3.964333 0.001 -0.023 0.023
H -4.692403 -1.747664 -6.951829 -0.035 -0.011 -0.043
H -8.089868 -1.270574 -3.266445 0.036 0.056 -0.002
H 3.459888 3.804931 2.610700 0.019 0.002 0.045
H -4.088250 1.525535 0.588767 -0.170 -0.025 -0.154
H -10.423946 -1.365055 -3.013125 -0.015 0.008 0.010
H -0.585817 1.342523 -0.009823 0.045 0.226 0.149
H -2.625050 -1.722780 -3.305516 0.081 -0.158 -0.142
```
Positions in Å, forces in eV/Å.

Calculated values
Charge = -1



| no. | E_LUMO (eV) | electronic energy (Eh) | frontier orbital gap (hartree) |
| --- | --- | --- | --- |
| 1 | -0.111 | -4333.41028 | 0.28733 |
| 2 | 1.988 | -1427.62928 | 0.23462 |